{"formula": "C29H49BN12S3Ta", "method": "the ωB97M-V functional and the def2-TZVPD basis", "e_lumo_ev": -9.39, "total_charge": 3, "multiplicity": 1, "energy_ev": -83466.6671, "orbital_gap_ev": 6.92, "homo_energy_ev": -16.308, "elements": ["Ta", "C", "C", "N", "C", "C", "N", "C", "C", "N", "H", "H", "H", "H", "H", "H", "H", "H", "H", "H", "H", "H", "H", "H", "H", "C", "C", "C", "C", "N", "C", "C", "N", "B", "N", "C", "C", "N", "C", "S", "C", "C", "C", "C", "N", "C", "C", "N", "C", "S", "C", "C", "C", "C", "C", "S", "H", "H", "H", "H", "H", "H", "H", "H", "H", "H", "H", "H", "H", "H", "H", "H", "H", "H", "H", "H", "H", "H", "H", "H", "H", "H", "H", "H", "H", "H", "H", "H", "H", "H", "N", "C", "N", "C", "N"], "xyz": [[-0.2439, 0.1610, 0.0506], [-0.6579, 3.4204, 0.0726], [-2.0461, 2.8344, 0.3650], [-1.9054, 1.5272, 1.0659], [-1.6976, 1.7544, 2.5331], [-0.7972, 0.6994, 3.1346], [0.3536, 0.4025, 2.2365], [1.5098, 1.3480, 2.2838], [1.1773, 2.6458, 1.5762], [0.4091, 2.3987, 0.3075], [-0.6084, 3.7372, -0.9668], [-0.4511, 4.2985, 0.6819], [-2.6419, 3.5129, 0.9762], [-2.5979, 2.6617, -0.5553], [-2.8015, 1.0571, 0.9521], [-1.2810, 2.7494, 2.6627], [-2.6602, 1.7555, 3.0450], [-0.4432, 1.0148, 4.1179], [-1.3399, -0.2380, 3.2567], [0.7317, -0.4904, 2.5497], [1.7989, 1.5420, 3.3183], [2.3376, 0.8387, 1.7897], [0.5841, 3.2945, 2.2139], [2.0960, 3.1875, 1.3526], [1.0700, 2.4778, -0.4587], [-5.2786, -4.5090, 0.3894], [-3.9717, -4.1735, 1.1037], [-3.4206, -5.3723, 1.8723], [-4.1987, -3.0182, 2.0639], [-2.9492, -3.8374, 0.0190], [-2.6268, -4.8037, -0.9160], [-1.7129, -4.2852, -1.7565], [-1.4761, -2.9856, -1.3541], [-0.4303, -2.0615, -1.9685], [-0.7921, -1.3744, -3.2651], [-0.8925, -1.9456, -4.5215], [-1.2078, -0.9642, -5.3874], [-1.3118, 0.2164, -4.6757], [-1.0652, -0.0578, -3.3843], [-1.2053, 1.0944, -2.0717], [-1.6382, 1.5620, -5.3190], [-2.9683, 2.0622, -4.7642], [-1.7721, 1.3574, -6.8241], [-0.4804, 2.5189, -5.0497], [0.9614, -2.6663, -1.8853], [1.7249, -3.3220, -2.8322], [2.8235, -3.7821, -2.2053], [2.7489, -3.4123, -0.8731], [1.6099, -2.7269, -0.7006], [0.9231, -2.0313, 0.7559], [3.9033, -3.7463, 0.0689], [4.2566, -5.2164, -0.1530], [5.0585, -2.8272, -0.3126], [3.5161, -3.5490, 1.5262], [-2.2326, -2.7396, -0.2679], [-2.2917, -1.1795, 0.5138], [-6.0336, -4.7477, 1.1373], [-5.1859, -5.3746, -0.2652], [-5.6362, -3.6613, -0.1960], [-4.1242, -5.6317, 2.6622], [-2.4613, -5.1355, 2.3344], [-3.3009, -6.2542, 1.2449], [-4.9235, -3.3615, 2.8012], [-4.6253, -2.1452, 1.5724], [-3.2919, -2.7422, 2.6010], [-3.0725, -5.7808, -0.9031], [-1.2087, -4.7368, -2.5933], [-0.3117, -1.1195, -1.2094], [-0.7462, -2.9963, -4.6996], [-1.3639, -1.0140, -6.4477], [-3.7607, 1.3331, -4.9364], [-3.2378, 2.9784, -5.2883], [-2.9225, 2.2912, -3.7017], [-2.5993, 0.6954, -7.0816], [-0.8493, 0.9937, -7.2769], [-1.9882, 2.3277, -7.2673], [-0.3617, 2.7472, -3.9925], [-0.6796, 3.4545, -5.5709], [0.4566, 2.1139, -5.4338], [1.4559, -3.3743, -3.8719], [3.6726, -4.3011, -2.6083], [4.6530, -5.4153, -1.1468], [3.3964, -5.8626, 0.0251], [5.0361, -5.4889, 0.5567], [5.3527, -2.9477, -1.3548], [5.9192, -3.0607, 0.3133], [4.7936, -1.7806, -0.1462], [2.6230, -4.1134, 1.7975], [3.3820, -2.5005, 1.7819], [4.3394, -3.9294, 2.1294], [1.5874, 0.3275, -0.8613], [2.3537, 0.2323, -1.7740], [3.1163, 0.2728, -2.7368], [3.8972, -0.7067, -3.1924], [4.5801, -1.5378, -3.6015]], "forces_ev_per_angstrom": [[0.16, -0.02, 0.08], [0.00, -0.01, 0.01], [-0.02, 0.01, 0.00], [0.03, -0.01, -0.02], [-0.01, 0.00, 0.02], [0.00, 0.00, 0.01], [-0.01, 0.01, -0.03], [0.01, 0.00, 0.00], [0.01, 0.00, 0.00], [-0.02, -0.01, -0.01], [0.00, 0.00, 0.00], [-0.01, 0.00, 0.00], [0.00, 0.00, 0.00], [0.01, 0.00, 0.00], [0.00, 0.00, 0.01], [0.00, 0.00, 0.00], [0.00, 0.01, -0.01], [0.01, 0.00, 0.00], [0.00, 0.00, 0.00], [0.01, 0.00, 0.00], [-0.01, 0.00, 0.00], [0.00, 0.00, 0.00], [0.00, 0.00, 0.00], [0.00, 0.00, -0.01], [0.01, 0.01, 0.01], [0.00, 0.00, 0.00], [0.01, 0.02, -0.02], [0.00, 0.00, 0.01], [0.00, 0.00, 0.01], [0.00, -0.01, -0.01], [-0.01, -0.02, 0.01], [0.01, 0.03, -0.01], [0.00, -0.02, -0.01], [0.14, -0.09, 0.10], [0.00, -0.02, -0.04], [0.01, 0.01, 0.02], [-0.02, 0.01, -0.01], [0.01, -0.01, -0.01], [0.00, 0.01, 0.00], [0.00, 0.00, 0.00], [0.01, -0.01, 0.02], [0.00, 0.00, 0.00], [0.00, 0.00, 0.00], [0.00, 0.01, -0.01], [0.00, -0.01, -0.01], [0.00, 0.00, -0.01], [-0.01, 0.01, 0.01], [0.03, -0.01, -0.02], [-0.01, 0.00, 0.02], [-0.01, 0.01, -0.03], [-0.03, 0.00, -0.01], [0.01, 0.00, 0.00], [0.00, 0.00, 0.00], [0.01, 0.00, 0.00], [0.00, 0.00, 0.01], [-0.01, 0.00, 0.01], [0.00, 0.00, 0.00], [0.00, 0.00, 0.00], [0.00, 0.00, 0.00], [0.00, 0.00, 0.00], [0.00, 0.00, 0.00], [0.00, 0.00, 0.00], [0.00, 0.01, 0.00], [0.00, 0.00, 0.00], [0.00, 0.00, 0.00], [0.00, 0.00, 0.00], [0.00, 0.00, 0.00], [-0.24, 0.15, -0.10], [0.00, 0.00, 0.00], [0.00, 0.00, 0.00], [0.00, 0.00, 0.00], [0.00, 0.00, 0.00], [0.00, 0.00, 0.00], [0.00, 0.00, 0.00], [0.00, 0.00, 0.00], [0.00, 0.00, 0.00], [0.00, 0.00, 0.00], [0.01, 0.00, 0.00], [0.00, 0.00, 0.00], [0.00, 0.00, 0.00], [0.00, 0.00, 0.00], [0.00, 0.00, 0.00], [0.00, 0.00, 0.00], [0.00, 0.00, 0.00], [0.00, -0.01, 0.00], [0.00, 0.00, 0.00], [0.00, 0.01, 0.00], [0.00, -0.01, 0.00], [0.01, -0.01, 0.00], [-0.01, 0.00, 0.01], [-0.07, -0.02, 0.02], [0.02, 0.00, -0.01], [-0.04, 0.00, -0.01], [0.07, 0.01, 0.06], [-0.04, -0.02, -0.03]]}

{"formula": "C37H47FN2O2S2", "method": "the ωB97M-V functional and the def2-TZVPD basis", "e_lumo_ev": 0.35, "total_charge": 0, "multiplicity": 1, "energy_ev": -70593.3442, "smiles": "NCCCCN(CCCS)S(=O)(=O)F.c1ccccc1.c1ccccc1.c1ccccc1.c1ccccc1.c1ccccc1", "orbital_gap_ev": 9.41, "homo_energy_ev": -9.062, "elements": ["N", "C", "C", "C", "C", "N", "C", "C", "C", "S", "S", "O", "O", "F", "H", "H", "H", "H", "H", "H", "H", "H", "H", "H", "H", "H", "H", "H", "H", "H", "H", "C", "C", "C", "C", "C", "C", "H", "H", "H", "H", "H", "H", "C", "C", "C", "C", "C", "C", "H", "H", "H", "H", "H", "H", "C", "C", "C", "C", "C", "C", "H", "H", "H", "H", "H", "H", "C", "C", "C", "C", "C", "C", "H", "H", "H", "H", "H", "H", "C", "C", "C", "C", "C", "C", "H", "H", "H", "H", "H", "H"], "xyz": [[2.3362, 4.2493, -2.4313], [2.2707, 3.6765, -3.7784], [1.2343, 2.5818, -3.9828], [1.6662, 1.1846, -3.4728], [1.2557, 1.0234, -2.0243], [1.5950, -0.3076, -1.4466], [2.9402, -0.3598, -0.7927], [4.0979, -0.1979, -1.7691], [4.7281, 1.1968, -1.7168], [6.5412, 1.0614, -1.9454], [0.4616, -0.5171, -0.2222], [-0.7710, -0.9422, -0.7452], [0.3963, 0.6386, 0.5873], [0.9885, -1.6452, 0.6584], [3.1550, 3.9704, -1.9140], [1.4976, 4.1007, -1.8913], [3.2582, 3.3251, -4.0516], [2.0219, 4.4832, -4.4635], [0.2935, 2.8704, -3.5301], [1.1142, 2.4768, -5.0536], [2.7346, 1.1300, -3.6169], [1.1979, 0.4342, -4.0932], [1.6517, 1.8419, -1.4345], [0.1796, 1.1168, -2.0081], [3.0471, -1.3262, -0.3248], [2.9775, 0.3780, 0.0060], [3.7626, -0.4494, -2.7647], [4.8770, -0.9042, -1.5243], [4.5778, 1.6446, -0.7480], [4.3529, 1.8598, -2.4789], [6.7439, 1.9818, -2.8901], [-3.5713, -1.4602, 0.7842], [-3.6977, -2.6174, 1.5413], [-4.8509, -2.8441, 2.2801], [-5.8786, -1.9118, 2.2656], [-5.7512, -0.7510, 1.5151], [-4.5990, -0.5262, 0.7747], [-2.6748, -1.2844, 0.2062], [-2.8948, -3.3441, 1.5569], [-4.9485, -3.7476, 2.8681], [-6.7786, -2.0891, 2.8402], [-6.5507, -0.0209, 1.5079], [-4.4993, 0.3798, 0.1902], [9.0477, -2.1377, -5.5997], [8.3408, -1.3402, -4.7110], [6.9552, -1.3059, -4.7596], [6.2757, -2.0682, -5.7002], [6.9822, -2.8609, -6.5936], [8.3684, -2.8964, -6.5424], [10.1287, -2.1683, -5.5578], [8.8699, -0.7444, -3.9777], [6.4093, -0.6844, -4.0626], [5.1937, -2.0444, -5.7375], [6.4528, -3.4519, -7.3297], [8.9199, -3.5157, -7.2376], [-0.2469, -6.9602, -1.2008], [-1.5029, -7.0034, -1.7891], [-2.3511, -5.9088, -1.6973], [-1.9451, -4.7712, -1.0144], [-0.6918, -4.7314, -0.4200], [0.1579, -5.8244, -0.5141], [0.4163, -7.8121, -1.2770], [-1.8210, -7.8913, -2.3200], [-3.3295, -5.9418, -2.1586], [-2.6047, -3.9155, -0.9450], [-0.3783, -3.8456, 0.1166], [1.1362, -5.7918, -0.0516], [-1.3818, 2.6470, 5.3859], [-2.5971, 2.0059, 5.1853], [-2.7879, 1.2126, 4.0622], [-1.7639, 1.0645, 3.1383], [-0.5514, 1.7092, 3.3324], [-0.3591, 2.4996, 4.4582], [-1.2320, 3.2611, 6.2652], [-3.3971, 2.1232, 5.9057], [-3.7341, 0.7084, 3.9048], [-1.9104, 0.4446, 2.2642], [0.2384, 1.5907, 2.6105], [0.5877, 3.0017, 4.6127], [-5.3216, 4.4585, 6.6240], [-6.1548, 5.0115, 7.5860], [-7.5318, 4.9654, 7.4215], [-8.0759, 4.3694, 6.2928], [-7.2425, 3.8229, 5.3273], [-5.8655, 3.8659, 5.4929], [-4.2473, 4.4895, 6.7548], [-5.7305, 5.4786, 8.4653], [-8.1814, 5.3944, 8.1734], [-9.1500, 4.3315, 6.1654], [-7.6666, 3.3622, 4.4445], [-5.2152, 3.4380, 4.7405]], "forces_ev_per_angstrom": [[0.21, -0.01, -0.15], [-0.51, 0.49, 0.46], [0.90, -0.73, -0.01], [-0.28, 0.85, -0.04], [0.12, -0.29, -0.58], [0.15, -0.51, 1.53], [-0.03, -0.17, -0.40], [-0.07, 0.61, 0.23], [0.61, -0.30, -0.33], [0.12, -0.05, 0.15], [-1.13, 1.69, -0.99], [-0.59, -1.01, -1.00], [0.74, 0.68, 0.88], [0.91, -0.91, 0.12], [-0.13, -0.09, 0.13], [0.03, -0.01, 0.07], [0.26, -0.14, -0.16], [0.05, 0.15, -0.22], [-0.38, 0.15, -0.07], [-0.37, 0.12, -0.30], [0.31, -0.25, -0.01], [-0.10, -0.41, -0.01], [0.22, 0.01, 0.39], [-0.38, 0.04, 0.07], [-0.18, -0.32, 0.05], [0.14, 0.28, 0.11], [0.04, -0.10, -0.32], [0.12, -0.36, 0.20], [-0.16, 0.20, 0.29], [-0.23, 0.25, -0.16], [-0.16, 0.13, -0.07], [-0.03, -0.01, 0.01], [0.00, 0.01, 0.02], [0.01, -0.01, 0.01], [-0.01, 0.00, 0.01], [-0.01, 0.03, 0.00], [-0.01, 0.00, 0.01], [-0.08, -0.01, 0.03], [-0.01, -0.01, 0.00], [0.00, -0.01, 0.00], [0.00, 0.00, 0.01], [-0.01, 0.00, 0.00], [0.00, 0.01, 0.00], [0.02, 0.00, -0.01], [0.03, 0.02, 0.03], [-0.10, -0.04, -0.07], [0.02, 0.01, -0.01], [-0.02, -0.02, -0.01], [0.01, -0.01, 0.00], [0.01, 0.00, -0.01], [-0.01, -0.01, 0.02], [0.03, -0.03, -0.01], [-0.01, 0.00, -0.01], [0.00, -0.01, 0.00], [0.00, -0.01, -0.01], [0.01, -0.02, 0.00], [-0.01, -0.01, -0.01], [0.00, -0.01, 0.00], [-0.03, 0.04, -0.01], [0.01, 0.02, 0.01], [0.01, 0.00, 0.01], [0.00, -0.01, 0.01], [0.00, -0.01, -0.01], [-0.01, 0.00, 0.00], [0.00, 0.00, 0.00], [0.00, 0.02, 0.00], [0.01, 0.00, 0.01], [0.01, 0.01, -0.01], [-0.02, 0.01, 0.04], [-0.05, 0.00, 0.01], [0.00, -0.03, -0.06], [0.01, 0.10, 0.21], [-0.07, -0.01, 0.02], [0.00, 0.00, 0.00], [0.01, -0.02, 0.02], [0.01, -0.01, -0.01], [-0.01, -0.01, -0.04], [0.06, 0.00, -0.05], [0.01, 0.00, 0.00], [0.01, -0.01, -0.01], [0.01, 0.00, 0.03], [-0.01, 0.01, 0.01], [-0.02, 0.00, -0.01], [-0.01, -0.01, -0.01], [0.02, -0.02, -0.03], [0.01, 0.01, -0.02], [0.00, 0.00, 0.01], [0.00, 0.00, 0.01], [-0.01, 0.00, 0.00], [0.00, -0.01, -0.01], [0.01, 0.01, -0.01]]}